A structure of composition C39H46IN9Ru, computed with ωB97M-V/def2-TZVPD.

The value obtained for the energy relative to the best compared isomer or geometry (same formula, charge and spin) is 23.2 kcal per mole. For the HOMO energy (spin up / spin down), the calculation gives -15.009 / -15.009 eV. The multiplicity is 2. For the strongest force on any atom, the calculation gives 0.00746 hartree/bohr. As for the net charge: +3. The gap between HOMO and LUMO (spin up / spin down) comes out at 5.12 / 3.86 eV.

CARTESIAN COORDINATES (ANGSTROEM)
H 4.611430 -1.369991 5.060105
H 0.596017 -1.206500 -2.250288
H 3.900997 -5.033596 5.362614
H -5.325817 -0.667491 -0.725501
C -5.500518 4.456210 -3.233964
H 1.637835 -3.302534 6.504744
C 2.291379 -2.395726 3.935191
C -2.554115 -0.554232 1.964104
C -4.175740 -1.796068 0.692179
C -2.507186 2.656214 -3.940622
H -4.706294 -2.717597 0.489259
N -3.610396 3.513159 -3.725493
C -5.750344 2.156924 -4.016175
C -3.911618 0.580577 0.275765
C 4.609349 -2.454324 4.928643
H 7.614193 0.241866 -0.424479
N -0.484521 -1.870570 -0.623100
N -3.369750 4.798450 -3.306437
C 0.907447 -2.587785 3.953976
I -1.208371 -5.969202 -1.470286
C -0.868009 2.378392 -0.733071
C 0.113147 -2.009172 2.994738
H 6.533295 -0.097435 0.905219
C 3.242762 -4.539009 4.648553
C 5.861161 2.379864 0.075629
N -1.103103 1.038855 -1.009923
H 1.120033 1.038490 -1.915293
H 3.453926 1.562165 -2.390087
C -1.735919 0.984780 -2.183039
C -1.359619 3.125614 -1.748430
H -0.951482 -2.169630 3.012400
H 5.620816 2.240883 1.131283
C -2.249147 -0.235437 -2.863486
C 1.895091 0.735523 -1.225213
H -1.742328 3.174280 -4.516146
H 5.460283 2.194934 -2.609726
H -2.229925 -1.080301 -2.179654
H -1.393433 4.190324 -1.914575
C 0.007447 -3.232796 -2.297751
C -3.210910 -1.761872 1.675948
H -1.496179 -3.272324 0.591570
C 3.193159 -3.031932 4.972541
H 7.056036 1.559178 -2.289145
C -4.375009 1.858397 -0.361988
C 6.583976 -0.013393 -0.181297
C 4.203014 0.694675 -0.553203
H -8.744068 3.609008 -3.306374
H 3.634793 -4.720857 3.646235
H -2.828142 1.767531 -4.477081
C 3.211285 1.041213 -1.475804
H -4.749240 1.699053 -1.373412
H -7.774403 1.510646 -4.119512
H 5.191857 -2.881791 5.743142
H -5.342555 1.236158 -4.416303
C 2.609177 -2.825102 6.377760
C 5.993995 1.335335 -2.202622
H 3.850425 -1.478400 2.791238
H 5.132653 -2.706796 4.003854
H -3.025066 -2.646308 2.275319
C -6.880644 4.615571 -3.084567
N 1.496266 0.075317 -0.121543
C -4.525248 -0.630367 0.004464
C -7.110241 2.324290 -3.859685
H 6.907212 2.678133 0.006147
H 5.250727 3.194132 -0.317729
H 2.256540 -4.999055 4.727542
C 5.657345 1.080115 -0.730811
H -3.587771 2.613510 -0.384611
H 0.436158 -3.188103 4.718668
H -3.285502 -0.089619 -3.170504
C -0.695663 -3.984141 -1.355630
H -5.204164 2.279496 0.210958
H -0.368328 2.713002 0.163319
H 6.371023 -0.987740 -0.625337
C -4.957337 3.255780 -3.681414
H -1.673579 -0.479679 -3.758299
C 2.786487 -1.632127 2.873761
C -2.905093 0.599187 1.252322
H 0.419879 -3.516744 -3.254018
H -7.296927 5.555526 -2.750140
N 0.595574 -1.237590 2.000909
C -0.972831 -3.099958 -0.330996
H -2.502524 1.557073 1.574046
C 1.942366 -1.078076 1.936344
Ru -0.424645 -0.277608 0.449638
N -1.887633 2.236294 -2.654690
C -7.669560 3.533173 -3.396581
N 0.122201 -1.991716 -1.831296
H 2.514519 -1.765598 6.620802
H 5.789947 0.460773 -2.823748
N -4.468835 5.355186 -3.019044
H 4.491219 -0.285788 1.328591
C 3.768114 0.007341 0.583988
C 2.439005 -0.304070 0.776753
H 3.280632 -3.275819 7.107435
H -1.962461 -0.440628 2.862428

Forces on atoms 1 to 3 (eV/Å):
H 0.0056 -0.0001 0.0122
H 0.0046 -0.0006 0.0093
H -0.0068 -0.0023 0.0032

---

A structure of composition C39H46N3O7P4PdS in a non-equilibrium geometry, computed with ωB97M-V/def2-TZVPD.

The value obtained for the energy relative to the best compared isomer or geometry (same formula, charge and spin) is 21.3 kcal per mole. For the HOMO energy, the calculation gives -10.350 eV. For the strongest force on any atom, the calculation gives 0.02094 hartree/bohr. As for the net charge: +1. The gap between HOMO and LUMO comes out at 7.33 eV.

CARTESIAN COORDINATES (ANGSTROEM)
H -1.039830 -5.359447 -5.513056
C 3.149504 0.108299 -2.205620
O 2.169946 0.210729 0.312467
H 0.875833 1.097906 4.958987
H 1.701665 -3.479377 3.270966
H -2.899301 5.473390 5.421033
C 1.690184 -5.497564 -0.140449
C -1.726794 -2.024146 1.493181
H -2.697403 0.517357 0.269971
C 1.043749 -6.470087 0.604829
H 1.863394 -2.920530 -3.152266
O 0.513637 -0.032920 -2.750695
C 0.504071 5.303343 -2.201299
H -1.748736 4.223625 -0.905403
O 4.743487 0.522957 -0.107449
C -1.632045 -4.198137 -2.390046
H 2.052653 1.950664 -1.982589
C -3.390796 -0.430350 -2.911764
C -2.358802 4.035013 3.923722
H 4.812830 -1.173011 -2.498085
C -4.173795 1.409181 -0.983018
C -4.385417 0.496067 -3.195558
C 0.110669 3.080200 0.494640
H 1.893847 -3.390151 -0.530776
C 2.002223 -2.095894 4.876917
C -1.497334 -5.101097 -3.437090
C 0.768937 -1.574733 2.879496
H -4.857126 0.491560 -4.169348
H -0.071931 6.774981 -0.724756
H -1.670801 -6.154460 -3.260115
O 1.693154 -2.235144 -2.492045
C 1.509592 -2.479944 3.637233
H -2.049366 -3.603049 0.100934
C 1.765674 -0.815699 5.352592
H 1.366664 4.958685 -1.626219
H 4.167059 -2.015970 0.401110
H 2.157271 -0.518654 6.317064
H -0.927443 -1.338971 -4.065830
N 4.432230 -0.323633 -2.919320
H -0.397855 -6.861047 2.152949
H 0.148526 4.936386 1.244563
H 1.605057 1.913367 1.234006
H -2.030083 -2.627347 2.349576
H 1.292196 5.109784 4.593799
C 2.979936 1.618518 -2.445753
H 5.139942 0.406602 -2.838131
C -1.228399 5.005483 -0.354915
N 0.988988 2.684579 1.496149
C 0.106116 -6.104543 1.565979
C -1.077792 -2.391103 -3.881517
P 3.467233 -0.149930 -0.417090
H -3.113295 -1.153023 -3.665447
P 0.082828 -2.033478 1.291946
H 4.167877 -0.515795 -3.902236
O 2.190611 2.994695 3.374840
Pd 0.430435 -0.728332 -0.528104
C -0.178370 -4.766152 1.775475
C -4.775053 1.416535 -2.234974
H -1.529800 2.698113 2.465284
H 0.002650 0.431137 2.745115
H 2.573452 -2.799193 5.468680
C -0.944957 -3.296607 -4.921468
C -3.175155 0.493168 -0.699907
H -4.473305 2.126567 -0.229542
H -3.378839 3.717720 3.748522
C -0.533959 5.970577 -1.305366
H 0.869283 6.000587 -2.955754
H 3.814471 2.165928 -2.001869
C -1.320350 3.459716 3.209346
P -1.519096 -1.661300 -1.226691
C 0.463828 -3.781027 1.019226
H -0.570310 6.186429 5.839399
H -0.899167 -4.496487 2.538348
N -0.278754 4.349924 0.543304
P 1.792785 -0.757259 -3.127998
H -5.549388 2.138636 -2.460807
C -0.779529 5.421771 5.103047
C -2.290208 -2.547785 0.183340
H -1.955624 5.530879 0.266986
H 2.919527 1.838900 -3.513553
H -3.372121 -2.440273 0.109767
O 3.667861 -1.761344 -0.388337
C -2.776812 -0.435769 -1.661083
O 2.312472 -0.864371 -4.520936
H -1.309908 6.439634 -1.915345
C 1.153978 3.186528 2.783456
C -1.145886 -4.653513 -4.699192
H -2.032200 -0.998184 1.700922
H 1.269210 -7.516531 0.444520
C -2.087583 5.020950 4.866170
C 0.263641 4.831117 4.403445
H 0.082054 4.436313 -2.712923
C 1.040016 0.093783 4.593353
H -0.680445 -2.935847 -5.907056
S -0.329668 2.007022 -0.706938
H -1.909962 -4.582159 -1.420977
C 1.402107 -4.150753 0.061018
H 2.421053 -5.784042 -0.885926
C 0.552745 -0.280421 3.351312
C -0.008087 3.857949 3.450302
C -1.410270 -2.836671 -2.596656

Forces on atoms 1 to 3 (eV/Å):
H 0.0001 0.0211 0.0045
C 0.2142 0.0482 -0.2398
O 0.4820 -0.4063 -0.3668

---

> Which of these has the lowest strongest force on any atom?

C39H46IN9Ru